Density functional theory data (ωB97M-V/def2-TZVPD) for 3 unconnected molecules or ions with the total composition C38H22F9NO8 in a non-equilibrium geometry.

The geometry in XYZ format:
```
78
Properties=species:S:1:pos:R:3:forces:R:3
C 1.8516 -5.4534 -4.9714 0.2 -0.5 0.5
C 1.3333 0.7908 -0.0710 0.0 0.0 0.1
O 2.8380 -6.2309 -5.6779 -0.6 -0.2 -1.1
O -1.7088 0.0236 3.8131 0.0 0.0 0.0
C -0.0710 -0.9711 0.7577 -0.1 0.0 0.1
O 2.4789 -8.0030 -7.0879 -0.2 0.7 1.7
H 1.4900 -3.7008 -2.2810 -0.2 0.2 0.3
C 3.0845 -0.6225 -4.8178 0.2 -0.1 -0.8
C -0.6151 -2.3464 0.6007 0.1 -0.1 -0.2
H 1.3420 2.6031 1.0820 0.0 0.0 0.0
C -3.9278 3.3769 4.4552 0.0 0.0 0.0
H -4.3149 2.3704 4.3710 0.0 0.0 0.0
C -2.0256 -4.1577 1.5487 -0.1 -0.1 0.0
H 1.5675 -4.5902 -5.5609 0.5 0.4 0.0
C -3.1114 3.8849 3.4592 -0.1 -0.1 0.0
C -1.1455 7.0669 2.6618 0.0 0.0 0.1
C -2.9408 5.9633 4.6713 0.1 0.0 -0.1
C -1.5139 7.8697 3.7432 0.0 -0.1 -0.1
C -1.1623 -5.4434 -4.1782 -2.2 2.4 -0.7
C -3.1716 -3.8888 3.6462 0.0 0.0 -0.1
C -4.2437 4.1549 5.5639 0.0 0.0 -0.1
F 3.1287 0.0876 -5.9464 -0.1 0.1 0.0
C -3.7564 5.4466 5.6695 -0.1 -0.1 0.1
H -2.8632 3.2763 2.6008 0.1 0.1 0.0
C -1.0056 9.1574 3.8552 0.1 0.1 0.0
H -2.9422 -1.9860 4.6085 0.0 0.1 0.0
H -3.2319 -5.6743 2.4551 0.0 0.0 0.0
F 4.0130 -3.7421 -1.8042 0.5 -0.3 0.5
H -4.8729 3.7518 6.3462 0.0 0.0 0.0
C -1.6978 5.6924 2.5075 0.0 -0.2 -0.2
C 2.3935 -5.1510 -3.5797 -0.8 0.4 -0.2
C 3.9126 -1.9163 -5.0430 0.5 0.6 0.4
C 0.0613 1.1220 1.9448 0.1 0.1 0.0
C -2.6882 -2.5959 3.7529 -0.1 -0.1 0.1
C 4.4283 -2.6376 -3.7742 -0.5 0.9 0.1
F 4.9990 -1.5500 -5.7269 0.6 0.1 -0.3
H 2.0328 1.1612 -0.8089 0.0 0.0 0.0
C -2.4388 7.3595 4.7935 -0.1 0.1 0.2
H -1.3004 9.7780 4.6896 -0.1 -0.1 0.1
H 1.8823 -5.8172 -2.8978 0.0 -0.1 0.4
F 1.8187 -0.9134 -4.5737 -0.5 -0.1 0.3
C 2.2248 -7.3731 -6.1033 1.0 -0.6 -0.7
C 0.9483 1.5996 0.9934 0.0 -0.1 0.0
H 0.2742 10.6390 2.9931 0.0 0.0 0.0
F 5.3610 -1.8504 -3.2293 0.4 0.4 0.3
H 0.9526 9.2058 1.0947 0.0 0.0 0.0
O -2.7702 8.0625 5.7252 0.0 0.0 0.0
C -2.8465 -4.6670 2.5401 0.0 0.0 0.0
H 0.0821 -6.1317 -5.9416 -0.3 -0.4 -0.2
C -1.5264 -2.8660 1.6573 0.0 0.1 0.1
F 3.2250 -2.7524 -5.8111 -0.7 -0.6 -0.3
F 3.5793 0.1085 -3.8418 0.1 0.3 0.4
C -2.6063 5.1748 3.5673 0.0 0.1 0.1
C -0.1228 9.6368 2.9027 0.0 0.0 0.0
N -1.9420 -4.6033 -4.4439 1.8 -2.0 0.8
H -1.7669 -4.7606 0.6898 0.1 0.1 0.0
C -0.2559 7.5517 1.7113 0.1 0.1 -0.1
O -0.3178 -3.0320 -0.3589 0.0 0.0 0.0
H 3.4338 -5.4225 -3.5460 0.4 0.0 -0.1
C -1.3714 -0.6782 2.8820 0.0 0.2 0.2
O -1.4088 5.0095 1.5462 0.0 0.0 0.0
O -0.2705 -6.3434 -3.9562 0.6 -0.7 0.3
H -0.2342 1.7511 2.7729 -0.1 -0.1 0.1
H 0.0333 6.9244 0.8798 -0.1 -0.1 0.0
C 3.3792 -2.9582 -2.7002 -0.4 -1.2 -0.4
C 0.6414 -6.4175 -5.0521 0.3 1.2 -0.1
F 5.0291 -3.7503 -4.1703 0.2 -0.9 -0.4
O 1.2314 -7.6618 -5.1729 -0.6 -0.5 -0.6
C 2.1389 -3.6890 -3.1463 -0.1 -0.8 -0.1
C -0.4447 -0.1669 1.8361 0.0 -0.1 0.0
H 1.6046 -3.1724 -3.9307 0.0 0.4 -0.1
C 0.2567 8.8316 1.8337 0.0 0.0 0.1
H -4.0040 6.0564 6.5268 0.0 0.1 0.0
C -1.8691 -2.0773 2.7585 0.1 0.0 -0.1
H 1.1104 -1.1196 -1.0148 -0.1 -0.1 0.0
F 3.0315 -1.8427 -2.0585 -0.1 1.0 0.2
C 0.8191 -0.4890 -0.1897 0.1 0.1 -0.1
H -3.8046 -4.2928 4.4249 0.0 0.0 0.0
```
Forces are in eV/Å.

* E_LUMO: -1.11 eV
* total energy: -3016.772752 Eh
* orbital gap: 8.71 eV